Formula: C30H43FMgN2O6P
Source: the Open Molecules 2025 dataset
Level of theory: ωB97M-V with the def2-TZVPD basis set

Output
DFT total energy in a.u.: -2371.6647
Spin multiplicity: 1
Energy above the lowest of the compared OMol25 structures with the same formula, charge and spin in kcal per mole: 0.0
Orbital gap in eV: 6.89
LUMO energy in eV: 2.70
Charge: -1

Last column: natural (NBO) charge in e.
Cartesian coordinates (Å):
Mg: 0.74245 0.73762 -0.24870  1.7824
C: 1.78203 4.72423 -0.65335  -0.6140
C: 2.56018 4.25249 0.57518  -0.2311
C: 3.46938 3.06774 0.24095  -0.5827
C: 1.73668 3.97462 1.82172  -0.0573
C: 2.14217 4.59861 2.99933  -0.2132
C: 1.49120 4.38386 4.20146  -0.2417
C: 0.42403 3.50379 4.23878  -0.2197
C: -0.00882 2.85309 3.09086  -0.0513
C: -1.14507 1.85341 3.19313  -0.2481
C: -2.46366 2.52079 3.58374  -0.5987
C: -0.79137 0.72880 4.16672  -0.5954
C: 0.63186 3.10152 1.85759  0.2704
N: 0.13813 2.46950 0.69578  -0.9072
C: -1.04458 2.97112 0.23621  0.1290
C: -1.56470 4.25866 0.47283  -0.2591
C: -2.77359 4.66655 -0.07572  -0.2263
C: -3.52896 3.82410 -0.87656  -0.2864
C: -3.06265 2.52992 -1.11171  -0.2551
C: -1.87357 2.15399 -0.55203  0.3335
F: -1.45022 0.85399 -0.70455  -0.3667
H: 2.48540 5.08353 -1.41128  0.1909
H: 1.11057 5.54831 -0.40314  0.2048
H: 1.19090 3.92330 -1.09310  0.2467
H: 3.22606 5.07745 0.85852  0.1843
H: 2.91287 2.21953 -0.15724  0.2020
H: 4.00244 2.71594 1.12524  0.2119
H: 4.20350 3.35698 -0.51596  0.1936
H: 2.98723 5.27853 2.96071  0.1932
H: 1.81750 4.89333 5.10042  0.1964
H: -0.07982 3.31126 5.18050  0.1946
H: -1.27217 1.40244 2.21011  0.2332
H: -2.39512 2.97478 4.57679  0.1868
H: -3.27289 1.78655 3.60663  0.1991
H: -2.73148 3.30000 2.86928  0.2242
H: -0.71055 1.09971 5.19243  0.1902
H: 0.16595 0.27834 3.90130  0.2094
H: -1.56005 -0.04816 4.15077  0.2008
H: -0.99735 4.93904 1.09599  0.2091
H: -3.12684 5.67113 0.12817  0.1975
H: -4.46574 4.15305 -1.30627  0.1998
H: -3.61308 1.81146 -1.70492  0.2195
O: -1.29526 -2.80507 0.40319  -0.6220
C: -0.36270 -2.30981 1.00397  0.6812
C: 0.32152 -2.97657 2.20864  -0.5179
C: 1.50011 -2.06114 2.51938  -0.5171
C: 1.28906 -0.92219 1.54337  0.6650
O: 1.98862 0.09623 1.44731  -0.7242
N: 0.23830 -1.11026 0.72786  -0.7864
H: 0.60071 -3.99539 1.94295  0.2231
H: -0.40302 -3.03590 3.02165  0.2254
H: 2.47182 -2.51346 2.31566  0.2294
H: 1.52505 -1.67681 3.53874  0.2295
C: 0.36525 -1.85967 -5.24825  -0.6280
C: 0.17210 -1.84854 -3.73659  0.2779
C: 1.30621 -2.58248 -3.03741  -0.6401
C: -1.16674 -2.45777 -3.34432  -0.6245
O: 0.07182 -0.46618 -3.32124  -0.8407
P: 1.21095 0.52671 -2.82647  2.5490
O: 0.55232 1.78197 -2.34945  -1.2002
O: 1.99502 -0.08714 -1.68278  -1.2445
O: 2.09080 0.68660 -4.14966  -0.8500
C: 2.86435 1.86912 -4.48183  0.2775
C: 3.62945 2.36726 -3.26650  -0.6517
C: 3.81593 1.40030 -5.57238  -0.6139
C: 1.91237 2.93444 -5.00525  -0.6399
H: 0.35310 -2.88688 -5.61989  0.1980
H: 1.31533 -1.39827 -5.51650  0.2208
H: -0.44022 -1.30413 -5.73035  0.2105
H: 1.27891 -3.63000 -3.34638  0.1996
H: 1.19176 -2.52587 -1.95603  0.2388
H: 2.27876 -2.16528 -3.29886  0.2191
H: -1.21261 -3.50194 -3.66152  0.1947
H: -1.97974 -1.91018 -3.82283  0.2074
H: -1.29896 -2.41436 -2.26230  0.2500
H: 4.25726 1.57651 -2.85390  0.2226
H: 2.93859 2.69813 -2.49240  0.2453
H: 4.25846 3.21542 -3.54592  0.2044
H: 4.45242 0.59939 -5.19482  0.2133
H: 4.44858 2.22645 -5.90166  0.2019
H: 3.25440 1.02648 -6.42970  0.2093
H: 1.22472 3.24799 -4.22124  0.2517
H: 1.33269 2.53792 -5.84063  0.2078
H: 2.48194 3.79832 -5.35630  0.1983

***

Formula: C30H43FNO10PS2Si
Source: the Open Molecules 2025 dataset
Level of theory: ωB97M-V with the def2-TZVPD basis set

Output
DFT total energy in a.u.: -3503.1980
Spin multiplicity: 1
Orbital gap in eV: 8.57
LUMO energy in eV: 0.10
Charge: 0
SMILES: CC(=O)OC(=O)Cc1cc(C)cc2c1Nc1c([PH2]=S)cc(CCO[Si](C)(C)C)c(F)c1S2.CCOC(=O)OC.CCOC(=O)OC

Last column: Löwdin charge in e.
Cartesian coordinates (Å):
C: -5.35947 -0.41591 4.82418  -0.0087
C: -5.01145 0.35943 6.15753  -0.4691
O: -5.54130 1.40381 6.39421  0.1411
O: -4.05966 -0.26211 7.00237  0.0596
C: -2.79800 0.39621 6.95397  -0.4130
O: -2.03307 0.14049 7.83383  0.1394
C: -2.48541 1.42964 5.82443  -0.0389
C: -0.97070 1.77097 5.67243  -0.1014
C: -0.58581 3.19433 5.55425  0.0152
C: 0.78883 3.64297 5.36300  -0.2341
C: 1.22376 5.13701 5.20137  -0.0652
C: 1.83013 2.61490 5.30045  -0.0510
C: 1.46106 1.21369 5.42146  -0.3983
C: 0.07116 0.73320 5.61523  -0.1863
N: -0.26392 -0.67617 5.74077  0.0125
C: 0.35111 -1.48681 4.69472  -0.2266
C: -0.54516 -2.42196 3.98480  -0.3116
P: -2.35178 -2.60925 4.36942  0.4484
S: -3.32880 -2.68132 2.65916  0.1273
C: 0.08495 -3.20304 2.89729  -0.0463
C: 1.49721 -3.06841 2.52453  -0.1196
C: 2.01758 -3.93730 1.30861  -0.0857
C: 1.63141 -3.11162 -0.01265  -0.2411
O: 1.83705 -1.71865 0.27942  -0.2532
Si: 0.55726 -0.70102 -0.22455  0.4631
C: 0.41466 -0.51090 -2.12684  -0.1682
C: -1.16497 -1.19557 0.40755  -0.2093
C: 0.89388 1.04923 0.49412  -0.1734
C: 2.37887 -2.13911 3.25474  -0.1911
F: 3.69443 -1.99181 2.93492  0.0592
C: 1.77990 -1.36217 4.32480  -0.3306
S: 2.71410 -0.12264 5.30290  0.9714
H: -6.30811 0.00177 4.40828  0.0932
H: -5.52820 -1.50948 5.01628  0.0874
H: -4.53902 -0.27428 4.07342  0.0479
H: -3.08138 2.37403 5.90911  0.1323
H: -2.79426 0.96377 4.83777  0.1277
H: -1.39996 3.95307 5.58949  0.1115
H: 1.55370 5.61650 6.15518  0.0838
H: 2.03629 5.14525 4.41968  0.0826
H: 0.35924 5.68543 4.72589  0.0813
H: 2.91259 2.84141 5.12532  0.1133
H: 0.04531 -1.01162 6.66526  0.1446
H: -2.65078 -3.73188 5.18788  -0.0106
H: -2.74163 -1.37734 4.98957  -0.0438
H: -0.56751 -3.90748 2.32110  0.1019
H: 1.57301 -4.96181 1.30654  0.1172
H: 3.13918 -3.94304 1.42420  0.1173
H: 0.55688 -3.28264 -0.28849  0.1021
H: 2.29357 -3.42704 -0.87265  0.1258
H: 1.02864 0.38628 -2.40540  0.0297
H: -0.66554 -0.25698 -2.33169  0.0391
H: 0.72819 -1.44822 -2.66091  0.0369
H: -1.91389 -0.80569 -0.34177  0.0454
H: -1.33726 -2.29555 0.52171  -0.0031
H: -1.36712 -0.67234 1.38675  0.0235
H: -0.01342 1.67835 0.24280  0.0441
H: 1.80354 1.53167 0.05795  0.0337
H: 0.92078 1.00109 1.62217  0.0292
C: 1.96637 4.59981 -7.06871  -0.0665
C: 2.78189 4.81452 -5.80910  -0.2134
O: 2.79003 3.63798 -4.99038  0.0317
C: 3.61773 2.66588 -5.39068  -0.6049
O: 4.34348 2.70109 -6.35103  0.1245
O: 3.48029 1.63249 -4.54925  -0.0077
C: 4.24331 0.48281 -4.91541  -0.0413
H: 0.96353 4.24550 -6.81994  0.0802
H: 1.88485 5.52690 -7.63807  0.0802
H: 2.42241 3.84319 -7.70946  0.0743
H: 2.32601 5.60470 -5.21103  0.1224
H: 3.80134 5.13212 -6.03872  0.1247
H: 5.29387 0.73319 -5.06406  0.0974
H: 3.82587 0.03230 -5.81718  0.0921
H: 4.17278 -0.23887 -4.10300  0.0936
C: -2.17906 -4.39911 -7.31755  -0.0680
C: -2.94851 -3.15236 -6.92873  -0.2150
O: -2.11892 -2.23660 -6.20274  0.0335
C: -1.27416 -1.51332 -6.94719  -0.5995
O: -1.16350 -1.56156 -8.14563  0.1232
O: -0.55276 -0.74209 -6.12373  0.0024
C: 0.45948 0.01879 -6.78025  -0.0385
H: -1.71184 -4.85019 -6.43947  0.0813
H: -2.84065 -5.13085 -7.78377  0.0798
H: -1.37787 -4.16475 -8.02035  0.0745
H: -3.76753 -3.42394 -6.26129  0.1220
H: -3.39142 -2.66461 -7.79988  0.1241
H: 0.04777 0.60136 -7.60486  0.0977
H: 1.24921 -0.64512 -7.13553  0.0986
H: 0.88529 0.70738 -6.05086  0.0877